Record 1
Computed, not measured: a single C9H17BrO3 molecule at a distorted geometry, with the ωB97M-V functional and the def2-TZVPD basis.

Computed properties:
total charge = 0
2S+1 = 3
max |F| = 7.057 eV Å⁻¹
HOMO level (spin up / spin down) = -5.42 / -10.00 eV
orbital gap (spin up / spin down) = 0.22587 / 0.28626 Ha
DFT total energy = -85787.863 eV
expectation value of S² = 2.01

Last column: Löwdin charge in e.
Element x y z (Å)
C 0.44 -0.48 0.86  -0.062
C 1.45 -0.79 -0.01  -0.018
C -3.63 -0.66 -0.32  -0.093
C -0.76 1.84 -0.49  -0.015
C -0.93 -0.56 0.26  -0.137
C -2.92 0.67 -0.60  -0.159
C 3.44 0.39 -0.54  -0.472
C 2.89 -0.81 0.23  -0.725
C -1.62 0.83 0.18  -0.610
O 3.39 -2.06 -0.27  0.003
O 3.31 -0.79 1.50  0.053
O -1.74 1.22 1.50  0.034
Br 5.38 0.59 -0.44  0.650
H 0.52 -0.11 1.86  0.121
H 1.12 -1.23 -0.91  0.112
H -4.72 -0.55 -0.17  0.082
H -3.50 -1.40 -1.06  0.063
H -3.25 -1.15 0.58  0.060
H -1.37 2.67 -0.61  0.067
H -0.49 1.49 -1.44  0.081
H 0.14 2.18 0.08  0.115
H -0.82 -1.25 -0.68  0.163
H -1.51 -1.12 0.94  0.085
H -2.71 0.73 -1.61  0.090
H -3.61 1.50 -0.32  0.135
H 3.52 0.20 -1.63  0.058
H 2.91 1.25 -0.18  0.074
H 4.32 -1.98 -0.49  0.055
H 3.37 -1.62 1.91  0.106
H -2.59 1.02 1.85  0.085



Record 2
Computed, not measured: a molecular structure, C9H17ClI2N2OPSeTc at a distorted geometry, with the ωB97M-V functional and the def2-TZVPD basis.

Computed properties:
total charge = +3
2S+1 = 4
max |F| = 6.858 eV Å⁻¹
HOMO level (spin up / spin down) = -19.31 / -19.30 eV
orbital gap (spin up / spin down) = 0.17983 / 0.16786 Ha
DFT total energy = -120164.595 eV
expectation value of S² = 3.84

Last column: Löwdin charge in e.
Element x y z (Å)
I -0.94 1.39 -0.96  0.776
I 1.49 -3.16 0.43  0.912
Tc -0.23 -0.93 0.33  0.299
P -1.42 -2.19 -1.17  0.564
C -0.75 -2.39 -2.86  -0.212
C -1.82 -3.91 -0.69  -0.243
H -3.58 -1.30 -0.53  0.041
H -3.67 -2.29 -2.04  0.086
H -3.02 -0.60 -2.09  0.028
C -3.10 -1.53 -1.50  -0.251
H -2.19 -3.92 0.34  0.051
H -2.60 -4.29 -1.38  0.089
H -1.46 -2.98 -3.47  0.095
H 0.22 -2.91 -2.82  0.062
H -0.91 -4.54 -0.76  0.028
H -0.61 -1.39 -3.31  0.066
C 1.09 -0.67 -1.04  -0.703
O 1.93 -0.49 -1.82  0.133
Cl -1.96 -1.35 1.84  0.144
C 3.55 1.67 0.35  0.010
N 2.41 2.33 0.95  -0.102
C 2.13 3.68 0.82  0.058
C 0.97 3.91 1.48  0.046
N 0.56 2.70 2.00  -0.133
C -0.68 2.50 2.73  -0.010
C 1.46 1.72 1.70  -0.641
Se 1.39 -0.08 2.18  0.868
H 3.55 1.81 -0.74  0.122
H 3.48 0.60 0.60  0.062
H 4.48 2.10 0.76  0.133
H 2.78 4.34 0.27  0.165
H 0.40 4.81 1.63  0.164
H -0.64 3.11 3.65  0.135
H -1.54 2.81 2.12  0.106
H -0.76 1.43 2.98  0.052



Record 3
Computed, not measured: a molecular structure, C9H17ClI2N2OPTi at a distorted geometry, with the ωB97M-V functional and the def2-TZVPD basis.

Computed properties:
total charge = +3
max |F| = 6.881 eV Å⁻¹
HOMO level (spin up / spin down) = -19.39 / -19.39 eV
orbital gap (spin up / spin down) = 0.19103 / 0.19349 Ha
DFT total energy = -75730.740 eV

Last column: Löwdin charge in e.
Element x y z (Å)
I 2.46 -2.10 0.21  1.038
I 0.60 -1.40 -2.91  0.953
Ti -0.06 0.73 -0.16  0.860
P 2.47 0.90 -1.14  0.623
C 3.46 -0.40 -2.05  -0.449
C 2.47 2.26 -2.38  -0.221
H 3.32 2.28 0.67  0.058
H 4.61 1.93 -0.49  0.092
H 4.11 0.68 0.68  0.051
C 3.75 1.49 0.04  -0.225
H 1.94 3.12 -1.94  0.050
H 3.51 2.56 -2.60  0.090
H 4.39 0.01 -2.44  0.085
H 2.92 -0.89 -2.88  -0.087
H 1.96 1.92 -3.29  0.063
H 3.72 -1.29 -1.42  -0.109
C 0.46 -2.87 -0.93  -0.730
O -0.03 -3.97 -1.02  0.055
Cl -0.06 2.91 0.55  0.271
C -3.97 0.78 3.54  0.043
C -3.30 0.16 2.37  -0.160
C -3.63 -0.94 1.58  0.105
C -2.64 -1.13 0.63  -0.258
N -1.69 -0.16 0.82  -0.103
N -2.12 0.59 1.86  0.036
C -2.54 -2.18 -0.41  -0.014
H -4.99 1.07 3.28  0.124
H -4.13 0.02 4.32  0.125
H -3.45 1.66 3.99  0.116
H -4.44 -1.62 1.63  0.148
H -1.49 1.38 2.04  0.110
H -2.22 -3.16 0.02  0.115
H -3.52 -2.39 -0.89  0.132
H -1.88 -1.96 -1.26  0.011



Record 4
Computed, not measured: a single C9H17ClO2Si molecule at a distorted geometry, with the ωB97M-V functional and the def2-TZVPD basis.

Computed properties:
total charge = 0
SMILES string = CCCOC(=O)/C(C)=C/[Si](C)(C)Cl
max |F| = 3.250 eV Å⁻¹
HOMO level = -9.73 eV
orbital gap = 0.36723 Ha
DFT total energy = -34104.526 eV

Last column: Löwdin charge in e.
Element x y z (Å)
C -2.57 2.54 2.25  -0.114
C -3.54 1.44 2.13  -0.251
C -2.87 0.17 1.65  -0.217
O -2.04 0.37 0.52  0.023
C -1.01 -0.50 0.63  -0.406
O -0.99 -1.31 1.56  0.070
C 0.16 -0.46 -0.33  -0.220
C 0.62 0.97 -0.48  -0.019
C 0.93 -1.52 -0.52  -0.112
Si 2.29 -1.73 -1.74  0.238
C 2.23 -0.62 -3.21  -0.190
C 3.94 -1.54 -0.89  -0.190
Cl 2.00 -3.74 -2.50  0.240
H -3.11 3.44 2.48  0.071
H -1.99 2.55 1.32  0.073
H -1.87 2.38 3.07  0.084
H -4.03 1.26 3.10  0.119
H -4.39 1.68 1.40  0.134
H -2.38 -0.36 2.49  0.129
H -3.60 -0.58 1.40  0.128
H 1.37 1.01 -1.23  0.045
H 0.92 1.35 0.48  0.105
H -0.23 1.47 -0.80  0.061
H 0.66 -2.50 -0.20  0.059
H 3.12 -0.43 -3.75  0.031
H 1.94 0.37 -2.86  0.014
H 1.49 -1.12 -3.81  0.024
H 3.85 -1.71 0.15  0.016
H 4.42 -0.61 -1.08  0.024
H 4.68 -2.28 -1.20  0.031